This record from the OMol25 dataset describes one molecule with the formula C7H11NO3. The level of theory is ωB97M-V with the def2-TZVPD basis set.

Last column: natural (NBO) charge in e.
Atoms and positions in Å:
C 1.176 -1.534 1.083  0.03
C 1.676 -0.381 0.752  -0.05
C 2.927 0.855 -0.986  -0.64
C -2.445 1.362 0.318  -0.61
C 2.017 0.742 0.195  -0.19
C -1.041 -0.396 -0.736  -0.04
C -1.792 0.000 0.505  0.05
N -0.226 -1.386 -0.781  0.37
O 0.405 -1.834 -1.718  -0.45
O 0.015 -2.025 0.497  -0.40
O -2.815 -0.936 0.788  -0.71
H 1.552 -2.205 1.839  0.22
H 2.464 1.495 -1.736  0.22
H 3.873 1.310 -0.692  0.22
H 3.118 -0.122 -1.420  0.23
H -3.170 1.314 -0.487  0.21
H -2.965 1.639 1.231  0.23
H -1.694 2.110 0.086  0.21
H 1.704 1.678 0.646  0.21
H -1.273 0.069 -1.681  0.22
H -1.093 0.049 1.356  0.18
H -2.414 -1.804 0.942  0.48

Calculated values
HOMO energy, eV: -9.1236
Gap between HOMO and LUMO, eV: 9.849
SMILES: CC=C=CO/[N+]([O-])=C\[C@@H](C)O
Spin multiplicity: 1
Strongest force on any atom, eV Å⁻¹: 0.88